Entry 1:
19
Properties=species:S:1:pos:R:3:forces:R:3 method="wB97M-V/def2-TZVPD" e_tot_ev=-13979.0278 charge=0 de_lowest_kj_mol=178.47 smiles="NCC(=O)O.O.O.O" gap_ev=10.6197 e_lumo_ev=0.3
O 0.4311 0.1569 -2.5131 -1.7 1.3 -1.5
H 2.3237 -0.2211 1.9766 0.9 -2.1 -0.6
C 0.3044 0.8850 0.3882 -2.2 -2.2 -2.3
H -2.0616 -0.2072 -0.8618 0.2 -0.3 0.0
C 1.3688 1.4028 1.3343 1.0 -1.7 -0.2
O -0.8549 -2.5416 -0.0264 -0.4 1.1 -1.6
N 1.7033 0.3978 2.3864 -4.0 2.0 0.6
O 0.0037 -0.3122 0.2581 1.4 3.8 1.2
H -0.2395 0.6617 -3.0738 1.0 -0.9 1.3
H -1.1447 1.3471 -0.7658 -0.9 -0.8 -0.6
H 0.9254 2.2524 1.8647 0.9 0.6 -0.7
H -2.6447 -1.5641 -0.6706 0.2 -0.2 0.2
O -2.9078 -0.6407 -0.7530 -0.4 0.3 -0.2
H 2.3365 1.3983 0.6918 -1.7 1.4 1.0
H 0.7369 -0.0118 2.6531 2.7 0.1 -0.4
H 1.0953 0.0419 -3.1862 0.8 -0.4 -0.2
H -0.6283 -3.1419 0.6477 0.5 -0.8 1.2
H -0.3648 -1.6695 0.0642 -0.7 -2.0 0.2
O -0.3826 1.7662 -0.4144 2.5 1.1 2.5

=====

Entry 2:
163
Properties=species:S:1:pos:R:3:forces:R:3 method="wB97M-V/def2-TZVPD" e_tot_ev=-111989.4855 charge=0 gap_ev=7.2579 e_lumo_ev=-0.5
H -2.9001 0.4553 2.7208 0.3 0.0 -0.7
H 4.0335 -2.3518 4.3545 0.5 1.6 -1.3
H -3.6736 -4.4867 -1.6930 1.1 2.0 0.2
H -7.9988 5.0228 -0.6796 0.7 1.1 -1.4
C 5.8534 -0.9024 4.2054 -2.4 1.4 -3.2
C -6.8562 6.9520 -1.0473 -0.3 0.0 0.2
C -3.1493 -3.4388 -1.6976 -0.5 -0.6 0.0
C 4.8261 -3.2668 -6.2549 -2.5 -2.0 -1.6
H -4.6384 -3.2017 -3.4780 1.4 0.9 1.2
H 6.4751 -2.9955 -4.9225 -0.1 0.0 -0.1
N -7.3646 1.3674 -8.7992 -2.3 -3.7 2.4
C -3.4003 -2.7785 -0.2487 -0.4 -0.9 -0.4
C 6.4093 0.3257 3.3665 -3.0 -1.5 -0.6
C -5.2532 4.7650 1.3114 2.5 -3.0 1.1
C -2.9689 3.5259 2.0168 -2.2 -1.2 -1.1
C -0.4078 2.1703 1.8112 0.9 -2.1 -1.4
H -5.1112 0.2610 -0.3857 -0.8 0.2 1.7
H -0.8599 -6.3208 -4.6731 -0.3 -0.1 0.0
C -5.6480 0.6417 0.5600 -0.4 -0.3 1.4
C -4.9415 2.0029 1.0297 0.7 3.5 0.8
C -8.6231 -0.6248 -7.4882 0.5 0.7 -0.5
H 4.1462 5.6999 0.2810 0.0 0.1 0.1
C 2.8189 3.3919 2.8343 1.2 0.4 0.9
H -5.8267 6.6594 1.9684 -0.3 -1.1 -0.5
H 3.1330 4.4766 3.1316 -0.8 -1.8 -0.6
H 6.0849 1.8596 1.6066 -1.0 -1.7 0.9
H -2.0286 -5.2209 -5.4345 -0.1 -0.1 0.1
H -2.0168 -6.6970 1.9129 -0.1 -0.1 0.0
C 5.6108 0.9484 2.1375 -1.1 -2.8 2.2
H -5.4046 4.5991 -1.8247 -1.9 -0.1 -0.5
H 7.8597 -5.8106 5.2607 -0.1 0.1 -0.1
H 13.3941 0.9429 -2.1137 -0.1 -0.1 0.0
N 3.5725 -8.8126 -0.3767 0.5 2.6 4.2
C -5.7895 3.3302 0.8875 2.7 0.6 1.4
H 3.1639 -6.3953 -4.0532 -0.2 -0.1 -0.1
H -4.7012 6.2016 -0.5452 -1.6 0.9 0.7
H 1.7125 1.7566 4.1027 1.0 1.4 0.0
C 7.8970 -5.4608 4.2273 -0.9 0.3 -0.3
C -3.7960 4.8562 1.8918 -0.8 -2.8 -0.8
H -6.6139 7.6249 -1.9531 -0.1 -1.1 1.4
H -3.0581 -3.5587 0.5497 -0.5 1.4 -1.1
C 5.8707 -2.3996 -5.6090 -0.7 -0.6 -0.4
C 0.9824 -0.2160 0.3879 -2.2 3.5 2.0
H -4.5371 -2.6232 -0.1073 1.9 -0.1 -0.2
N 4.2413 8.7357 1.3954 -1.7 -4.4 -1.5
C -6.4785 4.5442 -2.2574 0.0 0.0 -0.3
C 4.4455 -1.4631 3.7513 2.0 3.0 -1.7
N -2.7230 0.8189 1.7703 1.3 2.4 0.0
H -8.3163 2.7808 -6.7705 0.1 0.2 0.1
H -2.2197 -7.5054 0.3421 -0.1 0.0 0.1
H 13.3726 -0.7859 -1.6990 -0.1 0.1 0.0
C -7.9213 0.4861 -8.2192 1.7 2.6 -1.8
H -5.9278 -7.1632 -0.0897 -0.1 0.2 0.0
C 11.4397 0.0974 -1.9287 -3.5 -0.2 -1.1
H 8.5303 -0.6648 0.9719 0.1 0.0 0.1
H -4.2058 -1.5946 -2.6272 0.9 -1.6 -0.5
C 3.6429 -0.8301 2.5256 3.0 1.1 1.3
H 8.3225 -6.2465 3.6002 -0.1 0.1 0.0
N 0.6874 -7.3520 -5.9015 3.7 2.8 2.1
C 10.0996 -1.1750 2.3312 1.2 -0.5 3.4
N -3.5480 -6.5115 -2.8877 3.2 0.4 -4.0
N -6.9861 -4.1241 0.2482 1.5 -4.2 -2.1
H -7.0030 -6.8643 -1.4731 0.0 0.1 0.1
O 3.6782 2.1409 4.7836 -0.3 1.0 -1.1
H 4.4323 2.7077 4.4583 -1.2 -0.9 0.5
H 3.6913 0.6668 -0.5717 -0.7 0.4 1.8
C 6.5954 -1.5562 5.4681 -0.4 0.6 0.0
C -3.9620 -7.5179 1.5801 -3.0 -1.6 1.3
C 9.5818 -0.9576 0.9363 0.3 -0.1 1.0
H 9.6759 -1.8780 0.3571 0.0 0.1 0.1
H 1.2116 8.9187 4.1541 -0.1 -0.1 0.0
H 2.7214 5.8809 1.3285 0.0 0.1 -0.1
C -3.7829 -2.6232 -2.9376 0.3 -0.1 -0.7
H -6.7686 0.8399 0.3149 2.1 -0.1 0.3
H 6.5200 -1.9688 -6.3733 -0.1 -0.1 0.0
C -2.7037 -6.8639 1.0810 -0.8 -0.4 0.3
H -2.1128 -6.9683 -5.7516 0.1 0.0 0.2
C -5.5952 6.7565 -0.0551 -0.2 0.7 -1.1
H -5.3253 -6.2755 -1.5067 -0.1 0.0 0.1
C -5.6738 -0.4798 1.7362 3.3 -3.7 2.8
H 10.1542 -0.1688 0.4460 -0.1 -0.1 0.1
C -7.5170 5.5784 -1.5732 0.3 0.0 0.2
N -8.3516 5.5207 -5.0335 1.8 -5.2 -2.6
N 10.2920 0.0350 -2.2482 4.8 0.2 1.4
H 2.6195 -1.2925 2.3113 1.7 0.9 0.3
C -3.4600 2.0919 1.6220 -3.4 3.2 -0.9
C 1.1510 2.3023 1.4795 -2.8 -3.3 -0.8
C 2.4156 2.6537 4.2084 1.3 1.3 0.8
H 4.1120 -8.1031 2.7336 0.0 0.0 -0.1
H -6.6496 3.3955 -6.8008 -0.2 0.0 0.0
H 6.2330 -1.0317 6.4397 0.5 -0.9 -1.7
H -0.8576 -1.9628 -0.8110 -0.4 0.7 1.8
N -4.9609 -8.0363 1.9749 4.2 2.2 -1.6
H 6.2978 -2.6753 5.5587 0.6 1.9 -0.3
H 8.5354 -4.5766 4.1731 -0.1 0.0 0.0
H 3.7992 2.9211 2.4111 -2.0 0.4 0.5
C 2.5607 -5.7980 -4.7402 -0.6 -0.7 -0.4
O 1.7589 3.5390 1.8564 0.0 -2.5 -0.1
H -2.9567 -2.5047 -3.7520 -1.5 0.2 1.4
H -3.7919 7.0958 2.5274 1.2 -1.4 -0.5
H -8.5054 -1.5618 -8.0355 0.0 0.2 0.0
C -0.8097 8.3731 3.7227 -3.3 0.9 -1.2
H -2.0156 -3.6388 -1.8832 -2.0 0.4 0.4
C -3.0762 6.2088 2.4179 -0.2 -1.6 0.5
C -7.5156 3.2062 -6.1641 -0.3 0.9 0.5
H 2.8999 -6.9319 2.1685 0.1 -0.1 -0.1
N 3.9973 -3.9547 -6.7678 3.6 3.1 2.0
C 3.6913 -8.1996 0.6397 -0.4 -1.9 -3.1
H 7.7495 -1.4137 5.4553 -2.0 -0.4 -0.3
N -6.0701 6.0096 1.1926 2.2 -0.7 -0.6
H 7.4216 0.7595 3.7161 -1.8 -0.6 -0.9
H 0.5296 7.6878 5.2411 -0.1 0.0 -0.1
C -1.3291 -1.6423 0.2085 0.4 -0.6 -1.0
H -2.1346 6.4346 1.7891 -1.8 -0.2 0.8
H 4.6212 -6.6718 1.8108 -0.1 -0.1 0.0
C -0.5846 -0.3095 0.6875 2.0 2.3 0.6
H 2.6777 4.6691 5.2651 -1.2 -1.6 -0.2
C 4.1866 0.3755 1.6898 2.7 -1.2 2.9
H -2.6782 5.9798 3.4898 -0.8 0.5 -1.8
H -5.0557 -2.3379 3.2153 -0.7 2.3 -1.4
H -9.6866 -0.3961 -7.3978 0.1 0.0 -0.1
H -5.1837 7.8061 0.2313 -0.8 -1.7 -0.4
I 2.0966 -1.8585 -0.5852 -1.2 1.3 0.7
C -1.8946 -6.2119 -4.9959 -0.8 0.0 0.9
C 6.5117 -5.1211 3.7521 -3.3 0.8 -1.1
C 1.8381 1.0794 0.7856 -2.4 -0.2 0.1
C -1.2850 0.9140 1.4393 3.7 -0.2 -0.7
N 10.5087 -1.3471 3.4388 -1.7 0.7 -4.6
H 1.8190 3.4240 6.3217 -0.2 0.4 -1.9
H 3.7158 2.2217 0.4167 -0.4 -2.0 0.2
C -2.8172 -6.3802 -3.8213 -2.3 -0.4 2.8
C 1.5168 -6.6639 -5.3882 -2.3 -2.1 -1.6
H 5.3909 -1.5923 -5.0526 0.0 -0.1 -0.1
C 3.3112 6.3535 0.5409 0.3 0.9 0.3
C 3.8408 -7.4266 1.9209 -0.1 -0.5 -0.9
H -8.1971 -0.7394 -6.4896 0.0 0.1 -0.1
C -6.1946 -6.4476 -0.8691 -0.3 0.9 0.4
C 12.8862 0.1760 -1.5260 -0.9 -0.1 -0.3
C 0.5730 8.0349 4.2070 -0.9 0.2 -0.3
H -8.3611 5.8707 -2.3070 1.4 -0.7 1.1
C 3.8300 7.6821 1.0170 1.3 3.2 1.1
H 2.0804 -4.9911 -4.1830 0.0 -0.1 -0.1
H -6.8803 3.3056 0.4955 2.1 -0.1 0.7
H 0.9278 4.2583 4.8273 1.3 -0.8 0.9
H 2.6815 6.4938 -0.3396 0.1 0.0 0.1
H -6.8948 3.4822 -2.0619 0.9 1.6 -0.5
O -2.7488 -1.5007 -0.0409 0.7 -0.9 0.5
H -6.3531 4.7055 -3.4035 -0.4 -0.2 2.1
H -7.2373 2.4901 -5.3881 0.0 0.2 0.0
N -1.9063 8.6408 3.3376 4.8 -0.9 1.7
H -1.1520 -2.5605 0.9085 -0.2 1.7 -0.8
H 12.9637 0.4291 -0.4668 -0.1 0.0 -0.1
C 3.4111 1.0968 0.4602 -0.4 0.5 1.2
H 3.2123 -5.3650 -5.5039 -0.3 -0.2 0.1
S -1.2183 3.6126 2.7020 -0.8 -1.6 -1.7
H 1.0022 7.2474 3.5844 -0.1 0.1 0.0
H -2.9424 -5.9043 0.6176 -0.1 -0.1 0.0
C -7.9780 4.4901 -5.5329 -1.5 4.0 1.9
H -7.6628 7.5231 -0.4350 1.3 -1.0 -1.0
C 1.9044 3.7959 5.2343 0.0 0.3 -0.4
N 5.4122 -4.8511 3.3756 4.6 -1.2 1.6
C -5.2816 -1.3991 2.5814 -2.1 3.6 -4.0
C -6.6359 -5.1524 -0.2465 -1.1 3.0 1.5

=====

Entry 3:
52
Properties=species:S:1:pos:R:3:forces:R:3 method="wB97M-V/def2-TZVPD" e_tot_ev=-105200.1288 charge=+3 de_lowest_kj_mol=0.00 gap_ev=6.8012 e_lumo_ev=-10.1
H 0.8414 5.6823 0.1015 0.0 0.0 0.0
H 2.5409 3.6914 -4.1063 0.0 0.0 0.0
H 1.1309 -3.1741 -0.2339 0.0 0.0 0.0
H 1.7744 -2.8628 -1.8299 0.0 0.0 0.0
C 1.2208 5.2212 -0.8001 0.0 0.0 0.0
H -1.9042 1.7234 -3.3511 0.0 0.0 0.0
H 1.8311 -2.5974 1.6410 0.0 0.0 0.0
H 2.0994 2.3903 2.2134 0.0 0.0 0.0
H 3.5047 0.2976 1.5587 0.0 0.0 0.1
H -3.6327 1.7875 1.3910 0.0 0.0 0.0
H -0.2892 1.0547 2.5929 -0.1 0.0 0.0
N 1.7432 -0.6628 0.7904 -0.1 0.0 0.1
C 2.1832 4.1241 -3.1811 0.0 0.0 -0.1
O 1.1755 1.4091 -3.7281 -0.1 -0.1 0.2
C 1.4161 3.3511 -2.2947 -0.1 -0.2 0.1
H -4.5100 2.5629 0.0612 0.0 0.0 0.0
H -0.0669 2.3569 1.7138 0.1 0.0 -0.1
H 0.1413 -1.3308 -2.2369 0.0 0.0 0.0
H 0.3034 3.3274 -0.4472 0.0 0.0 0.0
H -0.6858 -2.3277 -1.2953 0.0 0.0 0.0
H -1.1253 -2.1911 1.0086 0.0 0.0 0.0
H -1.7629 3.0684 -2.1600 0.0 0.0 0.0
H -3.3538 2.6051 -2.8289 0.0 0.0 0.0
C 1.7204 1.3707 2.1866 0.0 0.0 0.0
H 2.2634 -1.3262 2.7443 0.0 0.0 0.0
H 2.6709 1.1471 0.2653 0.0 0.0 0.0
C 2.5167 0.5594 1.1714 0.0 0.0 0.0
H 2.6551 -0.6585 -1.1115 0.0 0.0 0.0
N -0.8740 -1.3110 1.4561 0.0 0.0 0.1
Br 2.3997 7.7479 -1.2445 0.0 -0.1 0.0
N 0.0842 -1.6614 -1.2729 0.0 0.1 0.0
H -2.8733 3.1341 0.4810 0.0 0.0 0.0
H 0.0236 -0.8446 3.3119 0.0 0.0 0.0
N 0.2503 1.3921 1.7993 0.1 0.2 -0.1
C 0.9357 3.9114 -1.1037 0.0 0.0 0.0
C 1.1294 2.0204 -2.7511 0.3 0.3 -0.8
C 0.1384 -1.5916 2.5280 0.0 0.0 0.0
C 2.0065 5.9816 -1.6766 0.0 0.1 0.0
H -0.0678 -2.5520 2.9994 0.0 0.0 0.0
Te -2.7398 0.8485 -0.9584 0.0 -0.1 0.4
H 3.0849 6.0309 -3.5347 0.0 0.0 0.0
H 1.8097 0.9679 3.1941 0.0 0.0 0.0
C 1.3658 -2.3809 -0.9426 0.0 0.0 0.0
C 1.5578 -1.5937 1.9572 0.0 0.0 0.0
C -3.5271 2.2678 0.4211 0.0 0.0 0.0
O 0.6247 1.0462 -1.4543 -0.2 0.8 0.4
H -1.7441 -1.0239 1.9063 0.0 0.0 0.0
C -2.3740 2.2463 -2.5216 0.0 0.0 0.0
H 3.2788 -1.9055 -0.0354 0.0 -0.1 0.0
C 2.3689 -1.3983 -0.3633 0.0 0.0 0.1
C 2.4848 5.4324 -2.8634 0.0 -0.1 0.0
W -0.0733 0.2258 -0.0858 0.1 -0.8 -0.4

=====

Entry 4:
16
Properties=species:S:1:pos:R:3:forces:R:3 method="wB97M-V/def2-TZVPD" e_tot_ev=-7850.5800 charge=0 de_lowest_kj_mol=731.32 gap_ev=7.3454 e_lumo_ev=0.1
C -0.5629 0.3457 -0.9381 0.2 0.1 -0.2
C -0.2412 0.7000 1.0295 0.1 0.0 0.1
C -0.9955 1.5210 -0.0372 0.0 0.1 0.0
C -1.2235 -0.9218 -0.3322 -0.1 0.4 0.4
N 0.7625 0.3570 -0.1062 0.1 -0.7 -0.1
H -0.4950 2.4644 -0.2942 -0.1 -0.2 0.1
H 0.1780 1.1214 1.9485 -0.1 -0.1 -0.2
H -1.1044 -1.2770 1.8458 0.0 0.3 -0.2
C 1.7985 -0.3971 -0.2866 -0.3 0.7 0.0
H 2.0757 -0.6516 -1.3070 -0.2 0.0 0.2
H -0.0114 -2.0190 -0.5807 0.6 -0.2 0.1
H -2.0697 1.6434 0.1248 0.3 -0.1 0.0
H 2.5031 -0.6027 0.5196 -0.3 0.1 -0.1
H -0.4315 0.4478 -2.0212 0.0 0.0 0.3
C -1.0147 -0.6071 0.9881 0.1 -0.2 -0.2
H 0.8320 -2.1245 -0.5531 -0.4 -0.1 -0.1